1.
114
Properties=species:S:1:pos:R:3:forces:R:3:mulliken_charge:R:1 method="wB97M-V/def2-TZVPD" smiles="CCOC(=O)OC.CCOC(=O)OC.CCOC(=O)OC.CCOC(=O)OC.CCOC(=O)OC.CCOC(=O)OC.BrCCBr.BrCCBr.BrCCBr" energy_ha=-17977.5076 multiplicity=1 de_lowest_ev=0.000
C -0.267229 -6.135883 -1.231652 -1.5 1.2 -1.9 -1.00
C -1.662462 -5.867934 -0.670512 1.1 -1.0 -0.7 -0.28
O -1.515852 -4.784467 0.191551 -1.4 1.9 1.4 -0.10
C -2.686376 -4.383021 0.751991 -0.8 0.5 1.3 0.49
O -3.795080 -4.894237 0.684239 2.0 0.4 -0.5 -0.59
O -2.418478 -3.282443 1.507531 -0.2 -0.6 -0.4 0.00
C -3.492766 -2.779029 2.336659 0.6 -1.2 -0.1 -0.90
H 0.348997 -6.549116 -0.504160 1.2 -0.9 1.2 0.41
H 0.151081 -5.144909 -1.506606 0.0 -0.7 -0.1 0.04
H -0.354946 -6.791344 -2.126452 0.3 0.4 0.6 0.32
H -1.970158 -6.694235 -0.043584 -0.6 -0.5 -0.4 0.33
H -2.351950 -5.587606 -1.462797 -0.3 -0.4 0.0 0.33
H -3.277101 -1.762724 2.530294 0.6 0.9 0.5 0.26
H -3.640068 -3.402288 3.219673 0.5 0.2 0.2 0.29
H -4.427173 -2.797002 1.859785 -1.2 -0.2 -1.2 0.39
C -4.297310 5.482606 -3.705984 0.9 0.1 -0.3 -0.95
C -3.441691 5.757116 -2.499115 -0.5 -0.2 0.5 -0.22
O -3.808500 4.779058 -1.474475 -0.4 0.0 -0.6 -0.31
C -2.822084 4.333446 -0.722484 -0.9 0.7 1.8 0.89
O -1.703390 4.759027 -0.677019 0.6 -0.3 -0.3 -0.58
O -3.347367 3.453719 0.176848 1.0 0.3 -1.0 -0.42
C -2.353248 2.880960 1.030692 -0.3 -1.0 1.1 -0.65
H -4.335788 6.359773 -4.362647 0.3 -0.3 0.0 0.46
H -5.308767 5.312358 -3.405011 -0.7 -0.3 0.2 0.21
H -3.868877 4.598654 -4.192416 -0.6 0.3 -0.3 0.12
H -3.635419 6.758617 -2.106197 0.3 -0.2 0.2 0.34
H -2.396686 5.570614 -2.668029 0.4 0.5 -0.3 0.33
H -2.951304 2.095443 1.565630 1.1 0.1 -0.8 0.29
H -2.033673 3.526170 1.848579 -0.2 0.7 -0.2 0.39
H -1.401974 2.574793 0.527951 -1.2 -0.2 0.1 0.21
C -3.775617 -1.016019 -1.637389 -0.3 -0.3 0.2 -0.58
C -4.365081 -1.037509 -3.060598 0.0 1.4 1.3 -0.75
O -3.948166 0.109187 -3.863108 0.6 -1.5 0.3 -0.31
C -4.529112 1.253673 -3.730052 -1.8 1.8 0.6 0.80
O -4.132216 2.263121 -4.248961 0.3 -0.1 -0.1 -0.59
O -5.686965 1.219137 -2.979263 0.8 0.0 -0.1 -0.37
C -6.366356 2.480328 -2.814006 0.5 0.6 -1.0 -0.63
H -4.330809 -1.792542 -1.090130 0.5 -0.4 -0.2 0.33
H -4.106314 -0.147532 -1.048080 0.5 0.2 -0.6 0.37
H -2.679614 -1.185986 -1.562016 -0.8 0.2 -0.1 0.04
H -5.447022 -0.990535 -2.932726 0.1 -0.3 -0.5 0.46
H -4.017712 -1.866210 -3.631049 0.0 -0.7 -0.4 0.41
H -6.030478 3.170308 -3.610488 -0.4 -0.5 0.3 0.21
H -6.132261 2.990868 -1.880715 0.1 -0.5 0.2 0.22
H -7.426602 2.280300 -2.901604 -0.1 -0.1 0.1 0.32
C 1.707600 3.751268 3.790196 -0.8 0.7 -0.4 -1.14
C 1.338394 2.976680 2.548522 0.1 -2.1 0.3 0.00
O 2.227301 1.772706 2.431702 1.4 1.9 0.0 0.06
C 3.572713 2.110647 2.530501 -0.6 0.0 -0.3 0.39
O 4.311617 1.462962 3.207421 0.4 -0.2 0.1 -0.44
O 3.936199 3.198659 1.813615 -0.1 0.0 -0.5 -0.32
C 5.376684 3.634816 1.728814 -1.8 -1.7 1.7 -0.76
H 2.563935 4.386579 3.625120 0.2 0.3 -0.1 0.32
H 1.954935 3.103784 4.611531 -0.2 -0.4 0.4 0.24
H 0.845444 4.384048 4.053848 0.4 -0.1 0.1 0.39
H 1.420336 3.524898 1.628981 -0.1 0.4 -0.3 0.38
H 0.352403 2.473796 2.628701 0.5 0.6 -0.1 0.02
H 5.821319 3.168032 0.860010 -0.1 0.5 -0.4 0.24
H 5.825803 3.158625 2.603735 0.3 0.4 0.0 0.34
H 5.317592 4.716294 1.820379 0.3 -0.2 -0.4 0.29
C -1.084576 2.814465 -2.966631 -1.0 0.0 -1.7 -0.49
C -0.874894 1.774632 -4.094587 -2.0 0.4 0.6 -0.79
O -0.677977 0.539307 -3.404953 0.7 -1.9 -0.8 0.18
C -0.843723 -0.591707 -4.154018 -0.1 1.1 -1.5 0.38
O -1.034272 -0.654732 -5.366433 0.3 0.2 2.2 -0.67
O -0.757115 -1.620362 -3.322988 0.2 0.0 1.1 0.14
C -1.025049 -2.924725 -3.801273 -1.3 -0.3 -0.6 -0.84
H -1.281941 3.790275 -3.432075 0.1 -0.2 -0.1 0.30
H -0.155492 2.937123 -2.427576 -0.1 -0.2 0.6 0.32
H -2.014377 2.597330 -2.394806 1.0 -0.2 0.0 -0.06
H -0.089222 2.097877 -4.745043 1.0 -0.3 -0.2 0.34
H -1.741502 1.557756 -4.742867 0.1 0.9 0.3 0.35
H -1.058018 -2.858402 -4.888978 0.6 -0.5 0.0 0.45
H -2.058740 -3.224582 -3.532738 0.4 0.3 0.2 0.18
H -0.360678 -3.666723 -3.343378 0.2 0.5 -0.4 0.15
C 4.679903 -0.089969 5.918550 -0.6 1.0 -1.3 -1.09
C 3.140987 0.177671 5.885567 1.1 0.2 0.4 0.46
O 2.400363 -0.969404 6.405448 0.5 1.2 -1.2 -0.44
C 2.053679 -1.840465 5.452454 -0.2 -0.1 2.2 0.74
O 2.350674 -1.851522 4.303700 0.3 0.2 -1.3 -0.36
O 1.325136 -2.736823 6.116915 -0.6 -1.3 -0.4 -0.40
C 0.921685 -3.892967 5.372936 -0.6 -1.4 0.0 -0.55
H 4.869662 -0.893662 6.604608 0.2 -0.3 0.4 0.41
H 5.235049 0.842884 6.237970 -0.6 -1.1 -0.4 0.35
H 4.997527 -0.368174 4.897494 0.1 0.1 0.6 0.08
H 2.748116 0.518396 4.909084 0.3 -0.5 0.5 -0.26
H 3.017836 0.970408 6.607348 -0.7 0.1 0.3 0.35
H 1.278484 -4.849921 5.823608 0.7 1.0 -0.1 0.26
H 1.289897 -3.823989 4.323298 -0.7 -0.1 0.8 0.21
H -0.170569 -4.091361 5.524301 0.6 1.0 -0.7 0.24
Br 5.135488 -1.962100 -4.086623 -0.3 0.6 -0.1 -0.19
C 4.607434 -0.395796 -2.999811 0.9 -0.1 0.2 -0.04
C 3.379056 0.319922 -3.423593 -1.4 0.1 -0.3 -0.07
Br 2.856211 1.653156 -2.042969 0.3 -0.4 -0.4 -0.10
H 5.456969 0.289784 -2.976984 0.0 -0.3 -0.1 0.46
H 4.494808 -0.865243 -2.036842 -0.1 0.3 0.2 -0.53
H 2.497846 -0.305381 -3.518048 0.0 -0.4 0.4 -0.13
H 3.401860 0.840595 -4.372582 0.6 0.3 0.0 0.50
Br 5.314812 -0.467373 0.556086 0.6 1.2 -0.2 -0.13
C 5.609191 -2.322872 0.833599 0.5 -0.3 1.4 -0.57
C 4.618783 -2.660371 1.928626 -0.7 1.0 -0.4 0.40
Br 4.603611 -4.520344 2.159841 0.0 -1.5 0.5 -0.16
H 6.651076 -2.628363 1.070097 -0.6 0.7 0.1 0.46
H 5.369632 -2.785043 -0.079730 -0.5 -0.7 -1.1 0.41
H 3.598693 -2.390116 1.590226 0.7 -0.1 0.3 -0.44
H 4.812966 -2.139592 2.874903 0.1 -0.3 -0.3 0.02
Br -0.350946 -0.328297 1.787792 0.1 0.1 -0.2 -0.20
C 1.195784 -1.287932 1.030142 -0.6 -0.3 1.6 -0.79
C 0.819879 -1.836124 -0.295641 -0.8 0.1 -0.6 0.87
Br 2.436374 -2.460030 -1.159091 0.0 -0.5 -0.2 -0.10
H 1.374276 -2.022795 1.831893 0.1 0.0 -0.7 0.20
H 2.018250 -0.605189 1.010836 0.3 0.6 -0.1 0.40
H 0.403366 -1.087545 -0.973492 0.2 0.1 0.2 -0.25
H 0.081462 -2.642055 -0.238777 0.4 -0.1 0.1 -0.05


2.
106
Properties=species:S:1:pos:R:3:forces:R:3:mulliken_charge:R:1 method="wB97M-V/def2-TZVPD" energy_ha=-2607.8620 multiplicity=1 total_charge=+1
C -2.408628 -0.412544 -0.176424 0.4 0.1 0.1 -1.47
C -1.331366 -1.219176 0.565023 -0.3 -0.1 0.1 -0.11
C -1.425938 -2.735440 0.307642 -0.1 0.3 0.0 -0.95
C -0.605028 -3.282528 -0.898174 -0.1 0.6 0.2 0.76
C -0.287731 -2.243838 -1.993645 0.4 -0.8 -0.2 -1.97
P 0.891450 -4.171928 -0.454211 -0.8 -0.7 -0.1 0.80
O 1.173112 -5.279307 -1.531468 0.1 0.4 0.0 -0.46
C 0.815298 -4.991995 1.125675 0.4 0.5 0.2 -0.50
C 2.064664 -5.839143 1.483616 0.5 -0.6 -0.3 0.00
O 2.093759 -6.948537 1.001605 -0.2 -0.1 0.1 -0.59
N 3.041486 -5.357626 2.324361 -1.4 0.5 0.3 0.07
C 3.273161 -6.221610 3.501745 1.2 0.0 0.0 -1.24
C 2.986221 -3.940240 2.681922 0.4 -0.2 0.1 -1.13
O 2.227190 -3.262507 -0.633906 -0.5 0.1 0.5 -0.38
C 2.193401 -2.086764 -0.039603 0.6 0.1 -0.6 0.57
N 2.269582 -1.008628 0.352488 -0.1 -0.2 0.1 -0.42
H -3.322546 -0.374887 0.414179 -0.1 -0.1 -0.1 0.43
H -2.618719 -0.833124 -1.158247 -0.1 0.0 0.0 0.29
H -2.063383 0.608820 -0.329253 -0.1 0.0 0.0 0.35
H -0.340237 -0.826258 0.345970 0.0 -0.1 0.0 -0.01
H -1.484036 -1.078672 1.636325 0.1 0.1 0.0 0.54
H -2.470690 -2.964792 0.091190 0.0 -0.1 0.0 0.53
H -1.197573 -3.262818 1.233723 0.1 -0.2 -0.1 0.25
H -1.217231 -4.059426 -1.373437 0.2 -0.3 0.1 0.58
H -1.203088 -1.962030 -2.502369 0.0 0.3 0.1 0.47
H 0.231962 -1.375457 -1.610823 -0.2 0.2 0.0 0.29
H 0.354028 -2.700291 -2.754679 0.0 0.1 0.0 0.44
H 0.366367 -5.743135 -1.801533 0.2 -0.2 -0.2 0.42
H 0.490017 -4.326003 1.923626 0.1 0.2 -0.1 0.61
H 0.020267 -5.729308 0.981009 0.0 0.0 -0.1 0.49
H 3.203263 -7.268068 3.239659 -0.3 0.0 -0.1 0.44
H 2.600000 -5.968142 4.319897 -0.2 -0.1 -0.1 0.39
H 4.295998 -6.047076 3.840027 0.0 0.0 0.0 0.37
H 3.384141 -3.328856 1.871892 -0.2 0.0 -0.1 0.35
H 3.656230 -3.783393 3.525284 0.0 0.0 0.0 0.47
H 2.005701 -3.593542 3.017483 0.0 0.0 0.0 0.32
O 1.263136 -8.280037 4.210230 -0.2 0.0 -0.1 -0.52
C 0.317143 -8.924220 3.834850 0.1 -0.3 0.1 0.69
O -0.746523 -9.026725 4.647579 -0.1 0.2 0.0 -0.37
C -1.978318 -9.649985 4.260545 -0.1 -0.2 0.0 -0.39
C -1.944697 -11.150126 4.457344 0.1 0.0 0.0 -0.96
C 0.338291 -9.675309 2.525078 -0.2 0.2 -0.2 -0.84
H -2.243145 -9.373625 3.238480 0.0 0.0 0.0 0.34
H -2.727292 -9.204559 4.912674 0.1 0.0 0.0 0.31
H -1.190225 -11.623507 3.828933 0.0 0.0 0.0 0.28
H -2.914384 -11.584278 4.214023 0.0 0.0 0.0 0.36
H -1.706583 -11.386509 5.493902 0.0 0.0 0.0 0.30
H 0.842046 -10.627898 2.685940 0.0 0.0 0.0 0.28
H 0.915683 -9.094389 1.808721 0.1 0.0 0.1 0.20
H -0.644823 -9.864288 2.101437 0.0 -0.1 0.1 0.33
O -0.153153 0.489860 -2.874151 0.1 0.0 0.0 -0.57
C 0.692853 1.300662 -3.173354 -0.2 0.2 -0.1 0.89
O 1.350603 1.916597 -2.185065 0.1 -0.3 0.1 -0.37
C 2.482391 2.775586 -2.415914 0.1 0.2 -0.1 -0.49
C 2.047921 4.169191 -2.803431 -0.2 0.0 -0.1 -0.82
C 0.954729 1.681580 -4.607868 0.2 -0.2 0.0 -1.04
H 3.153380 2.333743 -3.154032 -0.1 -0.1 0.0 0.37
H 3.019011 2.783513 -1.468889 -0.1 -0.1 0.0 0.32
H 1.490477 4.169139 -3.739188 0.0 0.1 0.0 0.17
H 2.910390 4.824898 -2.922107 0.0 0.0 0.0 0.39
H 1.392936 4.589071 -2.040132 0.0 0.0 0.0 0.28
H 0.224894 2.438045 -4.897960 0.0 0.0 0.0 0.15
H 0.811404 0.798900 -5.226515 -0.1 0.0 0.0 0.32
H 1.952717 2.067612 -4.793113 0.0 0.1 0.0 0.40
O 1.395851 -1.832458 5.060428 0.0 -0.1 0.0 -0.58
C 2.250724 -1.014433 4.835102 -0.1 0.1 -0.1 0.50
O 2.842144 -0.391214 5.862569 0.0 -0.2 0.1 -0.36
C 3.972232 0.476652 5.703438 0.1 0.2 0.0 -0.33
C 3.559697 1.888449 5.346372 -0.1 0.0 0.0 -0.92
C 2.605977 -0.650825 3.412828 0.3 0.0 0.2 0.41
H 4.678120 0.057642 4.984670 0.0 0.0 0.0 0.33
H 4.465534 0.464882 6.673226 -0.1 -0.1 0.0 0.33
H 3.046371 1.928484 4.385039 0.1 0.0 0.0 0.27
H 4.435587 2.535059 5.294023 0.0 0.0 0.0 0.35
H 2.879313 2.282462 6.100790 0.0 0.0 0.0 0.30
H 1.897438 0.092056 3.049874 0.0 0.0 0.0 0.40
H 2.497817 -1.547626 2.819311 -0.1 0.1 0.0 -1.03
H 3.615701 -0.274056 3.267638 0.0 0.1 0.0 0.36
O -0.077147 6.204792 -5.188693 0.0 -0.1 0.1 -0.59
C -1.228885 5.986983 -4.923591 0.0 0.0 -0.2 0.95
O -1.495758 4.985076 -4.049491 0.1 0.0 0.1 -0.35
C -2.808290 4.739442 -3.531526 -0.2 -0.1 0.0 -0.34
C -3.637776 3.878484 -4.460343 0.1 0.0 -0.1 -1.02
C -2.365226 6.728902 -5.575292 0.0 0.0 0.2 -1.27
H -3.306205 5.678782 -3.288279 0.0 0.0 0.0 0.29
H -2.640403 4.216579 -2.590421 0.1 0.0 0.0 0.38
H -3.808438 4.370182 -5.417632 0.0 0.0 0.0 0.29
H -4.606513 3.660795 -4.010037 0.0 0.0 0.0 0.40
H -3.124872 2.936389 -4.658032 0.0 0.0 0.0 0.26
H -2.578041 6.258732 -6.535929 0.0 0.0 0.0 0.33
H -2.054936 7.752895 -5.748160 0.1 0.0 -0.1 0.33
H -3.275861 6.762887 -4.986082 0.0 0.0 -0.1 0.35
O -3.273915 9.434600 -4.619908 -0.1 0.0 0.1 -0.59
C -2.909004 9.838408 -3.547867 0.1 0.2 -0.1 0.79
O -3.801159 9.882443 -2.540778 -0.1 -0.2 0.0 -0.36
C -3.441181 10.202517 -1.191625 0.0 0.1 0.1 -0.39
C -3.401904 11.696514 -0.950984 0.0 0.0 -0.1 -0.96
C -1.506297 10.356796 -3.333024 0.1 -0.3 0.1 -0.99
H -2.503483 9.715742 -0.919280 0.0 0.0 0.0 0.34
H -4.221465 9.747588 -0.583800 0.0 0.0 -0.1 0.32
H -2.640067 12.183200 -1.559929 0.0 0.0 0.0 0.28
H -3.186765 11.904685 0.097230 0.0 0.0 0.0 0.36
H -4.362796 12.142769 -1.205760 0.0 0.0 0.0 0.30
H -1.469543 11.394395 -3.663028 0.0 0.0 0.0 0.29
H -0.830825 9.770636 -3.952131 0.0 0.1 -0.1 0.30
H -1.157713 10.299039 -2.305501 0.0 0.1 0.0 0.34


| no. | largest force on an atom (eV/A) | HOMO-LUMO gap (eV) |
| --- | --- | --- |
| 1 | 3.0 | 10.381 |
| 2 | 1.5 | 8.683 |